(1)
62
Properties=species:S:1:pos:R:3 method="wB97M-V/def2-TZVPD" multiplicity=1 total_charge=+1 relative_energy_kcal_mol=64.5 homo_ev=-10.3
C -1.58 -2.61 2.98
C -2.05 -2.52 1.52
C -3.05 -3.65 1.23
C -2.72 -1.18 1.22
C -0.82 -2.68 0.64
N -0.69 -3.72 -0.20
C 0.51 -3.65 -0.91
C 1.19 -2.50 -0.48
C 2.39 -2.18 -1.13
C 2.91 -3.06 -2.09
C 2.20 -4.21 -2.49
C 0.97 -4.51 -1.90
C 0.35 -1.86 0.55
C 0.60 -0.69 1.25
C 1.85 0.00 1.30
C 3.09 -0.66 1.48
C 4.29 0.04 1.43
C 4.29 1.43 1.21
C 5.59 2.16 1.05
C 3.07 2.10 1.12
C 1.87 1.42 1.20
H -0.84 -1.84 3.21
H -2.44 -2.50 3.66
H -1.12 -3.59 3.16
H -3.40 -3.62 0.19
H -2.63 -4.64 1.45
H -3.93 -3.52 1.87
H -2.98 -1.12 0.15
H -3.64 -1.08 1.80
H -2.08 -0.33 1.45
H -1.35 -4.47 -0.34
H 2.89 -1.25 -0.88
H 3.88 -2.85 -2.53
H 2.61 -4.86 -3.26
H 0.38 -5.38 -2.18
H -0.22 -0.26 1.84
H 3.10 -1.74 1.66
H 5.24 -0.48 1.53
H 5.41 3.23 0.94
H 6.24 1.99 1.91
H 6.13 1.80 0.16
H 3.08 3.18 1.00
H 0.92 1.96 1.16
N -0.47 4.88 2.80
N -0.65 4.43 1.76
N -0.72 3.82 0.68
C -1.77 4.37 -0.19
C -1.63 3.67 -1.54
C -2.76 4.06 -2.51
C -3.04 2.79 -3.32
C -2.50 1.62 -2.44
N -1.73 2.26 -1.43
H -2.79 4.16 0.20
H -1.68 5.47 -0.35
H -0.64 3.96 -1.97
H -3.64 4.31 -1.91
H -2.49 4.93 -3.12
H -4.10 2.67 -3.54
H -2.47 2.81 -4.26
H -3.35 1.08 -1.97
H -1.94 0.88 -3.03
H -1.17 1.74 -0.76


(2)
76
Properties=species:S:1:pos:R:3 method="wB97M-V/def2-TZVPD" multiplicity=1 relative_energy_kcal_mol=0.0 homo_ev=-8.8
Bi -0.17 2.30 0.17
C -1.83 0.09 2.78
C -1.99 1.51 3.29
O -1.94 2.50 2.27
C -3.17 2.91 1.68
C -3.76 1.90 0.68
O -2.69 1.18 0.09
C -3.08 0.37 -1.01
C -1.95 -0.59 -1.30
O -1.68 -1.35 -0.13
C -0.33 -1.41 0.28
C -0.23 -1.36 1.78
O -0.49 -0.07 2.33
H -2.53 -0.13 1.98
H -2.03 -0.59 3.62
H -1.15 1.73 3.95
H -2.91 1.60 3.86
H -2.93 3.83 1.15
H -3.91 3.12 2.45
H -4.31 2.47 -0.08
H -4.45 1.19 1.16
H -3.28 0.99 -1.89
H -3.99 -0.19 -0.74
H -1.06 -0.05 -1.63
H -2.24 -1.24 -2.12
H 0.24 -0.57 -0.15
H 0.15 -2.33 -0.08
H 0.79 -1.62 2.07
H -0.90 -2.10 2.23
S 3.71 1.16 3.13
C 2.71 1.39 1.75
N 1.74 2.23 1.89
C 1.72 2.78 3.16
C 0.81 3.73 3.63
C 0.94 4.18 4.93
C 1.96 3.69 5.76
C 2.87 2.76 5.31
C 2.74 2.31 4.00
H 2.89 0.86 0.82
H 0.03 4.11 2.98
H 0.24 4.91 5.31
H 2.04 4.07 6.78
H 3.66 2.39 5.95
O -2.66 4.60 -1.02
S -1.35 4.42 -1.60
O -1.07 2.94 -1.82
O -1.00 5.22 -2.73
S 0.05 4.79 -0.04
C 0.84 -7.12 -1.05
C 0.81 -5.86 -1.87
C 1.85 -5.55 -2.75
C 1.83 -4.39 -3.50
C 0.76 -3.51 -3.37
C -0.29 -3.80 -2.50
C -0.26 -4.97 -1.76
S 0.69 -2.07 -4.38
O 0.70 -2.45 -5.76
O -0.37 -1.25 -3.85
N 2.15 -1.37 -4.12
C 2.31 -0.47 -2.97
C 2.02 0.98 -3.30
C 1.99 1.89 -2.08
O 2.44 3.01 -2.09
O 1.37 1.33 -1.04
H 1.63 -7.79 -1.38
H -0.11 -7.65 -1.11
H 1.01 -6.89 0.01
H 2.68 -6.24 -2.85
H 2.64 -4.16 -4.18
H -1.12 -3.10 -2.42
H -1.08 -5.19 -1.09
H 2.51 -1.02 -5.00
H 3.34 -0.58 -2.61
H 1.66 -0.82 -2.17
H 1.03 1.05 -3.76
H 2.75 1.39 -4.00


(3)
70
Properties=species:S:1:pos:R:3 method="wB97M-V/def2-TZVPD" multiplicity=6 total_charge=+2 relative_energy_kcal_mol=0.0 homo_ev="-13.0 / -13.0"
Fe 0.05 0.40 -0.30
C 2.28 1.37 -2.46
C 2.24 2.36 -1.31
N 1.87 1.66 -0.07
C 2.93 0.98 0.68
C 3.29 -0.42 0.17
S 1.85 -1.42 -0.33
C 2.16 -1.69 -2.10
C 1.36 -0.80 -3.07
N 1.07 0.52 -2.48
H 3.15 0.72 -2.36
H 2.40 1.89 -3.41
H 1.49 3.12 -1.51
H 3.21 2.86 -1.21
H 1.44 2.32 0.57
H 2.57 0.90 1.71
H 3.84 1.58 0.69
H 3.79 -0.97 0.96
H 3.97 -0.39 -0.68
H 1.92 -2.74 -2.31
H 3.23 -1.58 -2.23
H 0.42 -1.27 -3.31
H 1.94 -0.71 -3.99
H 0.36 0.97 -3.05
O -0.43 -0.79 5.29
C -0.74 0.54 5.06
C -1.22 1.26 6.14
C -1.58 2.59 5.97
C -1.45 3.20 4.73
C -0.99 2.46 3.65
C -0.65 1.12 3.80
C -0.17 0.30 2.63
O 0.01 1.02 1.47
N -1.12 -0.77 2.35
N -1.10 -1.26 1.11
C -1.66 -2.38 0.86
C -1.79 -2.87 -0.49
Br -1.58 -1.46 -1.77
C -2.11 -4.09 -0.94
C -2.22 -5.31 -0.14
C -1.50 -5.53 1.04
C -1.65 -6.71 1.74
C -2.50 -7.70 1.27
C -3.20 -7.51 0.08
C -3.05 -6.33 -0.62
H 0.27 -1.08 4.70
H -1.29 0.78 7.10
H -1.93 3.16 6.82
H -1.71 4.24 4.60
H -0.88 2.92 2.68
H 0.80 -0.17 2.91
H -1.53 -1.30 3.11
H -2.10 -2.98 1.66
H -2.32 -4.20 -2.00
H -0.78 -4.79 1.38
H -1.08 -6.88 2.64
H -2.61 -8.63 1.81
H -3.86 -8.29 -0.29
H -3.60 -6.18 -1.55
S -1.36 2.11 -1.31
C -2.89 1.76 -0.62
N -3.98 1.67 -1.34
C -5.21 1.27 -0.66
C -4.99 1.65 0.80
S -3.19 1.55 1.06
H -3.92 1.74 -2.35
H -5.35 0.19 -0.78
H -6.06 1.79 -1.08
H -5.50 0.98 1.49
H -5.29 2.68 1.00


(4)
61
Properties=species:S:1:pos:R:3 method="wB97M-V/def2-TZVPD" multiplicity=4 relative_energy_kcal_mol=34.9 homo_ev="-6.9 / -6.9"
O 0.84 -0.75 -2.73
C 0.92 0.27 -3.83
C 0.71 -0.75 -4.96
H 1.91 0.73 -3.92
H 0.11 1.02 -3.76
C 0.68 -1.75 -3.80
H 1.52 -0.69 -5.70
H -0.26 -0.69 -5.47
C 1.79 -2.78 -3.88
H 2.79 -2.34 -3.97
H 1.63 -3.46 -4.73
H 1.74 -3.39 -2.98
C -0.66 -2.44 -3.70
H -1.47 -1.69 -3.74
H -0.72 -3.00 -2.76
H -0.77 -3.12 -4.55
Er -0.14 -0.57 1.13
C -1.73 -1.14 3.22
C -1.88 0.26 2.92
C -2.61 0.37 1.70
H -1.56 1.09 3.54
C -2.93 -0.96 1.23
C -2.43 -1.87 2.21
H -2.61 -2.95 2.22
H -1.27 -1.56 4.12
H -2.93 1.31 1.26
H -3.61 -1.21 0.41
C 1.02 -2.54 2.15
C 0.08 -3.12 1.25
C 0.38 -2.69 -0.08
H -0.69 -3.83 1.53
C 1.58 -1.90 -0.01
C 1.97 -1.81 1.36
H 2.85 -1.29 1.76
H 1.01 -2.64 3.24
H -0.17 -2.97 -0.99
H 2.10 -1.48 -0.88
O -0.74 1.94 0.00
C -1.52 1.62 -1.22
C -2.19 2.92 -1.67
H -2.25 0.80 -1.01
H -0.79 1.27 -1.97
C -1.48 4.02 -0.84
H -3.26 2.83 -1.46
H -2.07 3.09 -2.74
C -0.23 3.31 -0.22
H -2.14 4.31 0.00
H -1.29 4.90 -1.48
H 0.13 3.72 0.73
H 0.59 3.36 -0.96
C 2.01 2.49 4.83
C 1.22 1.39 5.12
C 0.96 0.42 4.12
C 1.34 0.69 2.80
C 2.31 1.65 2.55
C 2.62 2.58 3.58
H 2.15 3.26 5.58
H 0.80 1.22 6.12
H 0.44 -0.51 4.38
H 2.83 1.69 1.58
H 3.37 3.35 3.37


(5)
84
Properties=species:S:1:pos:R:3 method="wB97M-V/def2-TZVPD" multiplicity=2 total_charge=+1 homo_ev="-10.6 / -10.6"
C 8.51 -1.38 -0.25
C 7.66 -0.53 -1.34
C 7.30 0.95 -0.84
C 5.99 1.57 -1.56
C 4.73 1.36 -0.57
C 3.75 2.64 -0.53
C 3.57 3.06 1.03
C 2.40 4.16 1.08
C 1.38 3.73 2.27
C -0.08 4.26 1.80
C -0.71 3.14 0.81
C -2.01 2.50 1.50
C -3.33 2.76 0.58
C -4.15 1.43 0.28
N -5.64 1.71 0.11
C -6.26 0.87 -0.96
O -7.41 1.06 -1.36
C -5.16 -0.23 -1.49
P -5.72 -0.31 -3.34
N -4.63 -0.91 -4.34
C -5.57 -1.47 -0.57
F -5.72 -1.14 0.82
F -6.92 -1.77 -0.98
C -4.75 -2.83 -0.81
F -4.12 -2.80 -2.06
F -5.72 -3.88 -0.90
C -3.79 -3.27 0.40
F -3.09 -2.18 0.99
F -4.68 -3.71 1.43
C -2.85 -4.53 0.09
F -2.97 -5.43 1.20
F -3.27 -5.30 -1.03
C -1.30 -4.19 -0.17
F -1.27 -3.05 -0.99
F -0.81 -5.26 -0.98
C -0.37 -4.16 1.12
F -0.13 -5.53 1.44
F -0.96 -3.60 2.28
C 1.07 -3.50 0.96
F 1.87 -4.47 0.27
F 1.11 -2.26 0.32
C 1.84 -3.27 2.37
F 1.59 -4.30 3.33
F 1.52 -1.99 2.81
F 3.22 -3.31 2.07
C -3.89 0.69 -1.15
S -2.16 0.15 -1.55
O -2.05 -0.83 -2.67
O -1.47 1.42 -2.02
F -1.28 -0.31 -0.17
H 8.08 -1.20 0.79
H 9.60 -1.07 -0.33
H 8.48 -2.51 -0.50
H 8.33 -0.46 -2.27
H 6.74 -1.15 -1.63
H 7.18 0.88 0.30
H 8.17 1.69 -1.00
H 5.73 1.03 -2.53
H 6.15 2.68 -1.73
H 4.09 0.47 -0.90
H 5.04 1.13 0.52
H 2.71 2.38 -0.90
H 4.12 3.52 -1.16
H 3.33 2.10 1.59
H 4.52 3.57 1.42
H 1.78 4.06 0.11
H 2.80 5.21 1.24
H 1.70 4.14 3.28
H 1.33 2.58 2.33
H 0.04 5.24 1.21
H -0.76 4.50 2.69
H -0.91 3.61 -0.22
H 0.06 2.31 0.60
H -2.20 2.90 2.55
H -1.81 1.38 1.62
H -4.01 3.48 1.18
H -3.05 3.22 -0.43
H -3.96 0.64 1.10
H -6.07 1.35 0.97
H -5.99 1.04 -3.74
H -6.97 -1.02 -3.46
H -4.38 -0.16 -5.01
H -4.03 1.57 -1.88
Ti 0.89 -4.85 5.47


(6)
63
Properties=species:S:1:pos:R:3 method="wB97M-V/def2-TZVPD" multiplicity=1 smiles="O=c1c2c(nc(NCCO)n1CC1CCCCC1)-c1ccccc1CC21CCCC1" relative_energy_kcal_mol=0.0 homo_ev=-8.1
O 1.01 1.89 0.85
C 0.26 0.96 0.62
C -1.04 1.03 0.01
C -1.81 -0.11 -0.02
N -1.33 -1.33 0.36
C -0.12 -1.42 0.83
N 0.32 -2.64 1.23
C -0.49 -3.83 1.08
C -0.70 -4.28 -0.38
O -1.85 -3.73 -0.96
N 0.68 -0.34 1.00
C 1.99 -0.40 1.64
C 3.14 -0.42 0.63
C 3.13 -1.66 -0.27
C 4.27 -1.60 -1.28
C 5.61 -1.51 -0.55
C 5.63 -0.29 0.37
C 4.48 -0.34 1.36
C -3.21 -0.08 -0.44
C -4.09 -1.10 -0.10
C -5.42 -1.01 -0.47
C -5.88 0.10 -1.17
C -5.00 1.11 -1.51
C -3.66 1.04 -1.15
C -2.67 2.09 -1.53
C -1.63 2.35 -0.43
C -0.59 3.37 -0.97
C -0.55 4.51 0.04
C -1.97 4.54 0.60
C -2.28 3.06 0.78
H 1.31 -2.79 1.23
H -1.47 -3.63 1.52
H 0.00 -4.62 1.65
H 0.20 -4.00 -0.96
H -0.82 -5.36 -0.42
H -1.89 -2.79 -0.70
H 2.03 -1.25 2.32
H 2.08 0.52 2.23
H 3.03 0.47 0.00
H 3.24 -2.56 0.34
H 2.18 -1.73 -0.81
H 4.26 -2.49 -1.91
H 4.15 -0.73 -1.92
H 6.43 -1.45 -1.27
H 5.76 -2.41 0.05
H 6.58 -0.24 0.90
H 5.55 0.62 -0.24
H 4.59 -1.21 2.01
H 4.49 0.56 1.99
H -3.73 -1.95 0.46
H -6.11 -1.80 -0.21
H -6.92 0.17 -1.46
H -5.35 1.97 -2.06
H -3.18 3.02 -1.78
H -2.15 1.75 -2.43
H 0.39 2.92 -1.11
H -0.93 3.74 -1.94
H 0.15 4.26 0.83
H -0.25 5.45 -0.41
H -2.05 5.10 1.53
H -2.65 4.98 -0.13
H -3.34 2.84 0.85
H -1.80 2.71 1.70


(7)
66
Properties=species:S:1:pos:R:3 method="wB97M-V/def2-TZVPD" multiplicity=1 relative_energy_kcal_mol=2.1 homo_ev="-6.7 / -6.7"
V -0.22 -0.01 -0.02
C 10.89 -7.33 1.16
O 11.07 -5.94 0.95
C 9.97 -5.15 1.02
C 8.68 -5.61 1.27
C 7.62 -4.71 1.31
C 7.84 -3.36 1.12
C 9.14 -2.90 0.90
C 10.19 -3.79 0.83
N 6.78 -2.41 1.22
N 5.84 -2.65 0.44
C 4.76 -1.73 0.50
C 4.91 -0.42 0.88
C 3.83 0.48 0.89
C 2.57 0.06 0.53
O 1.49 0.80 0.52
C 2.41 -1.31 0.11
N 1.14 -1.66 -0.27
C 0.93 -2.89 -0.67
C 1.95 -3.86 -0.72
C 3.22 -3.53 -0.35
C 3.49 -2.21 0.08
H 11.87 -7.78 1.07
H 10.23 -7.76 0.40
H 10.48 -7.53 2.15
H 8.48 -6.66 1.43
H 6.62 -5.06 1.51
H 9.31 -1.83 0.77
H 11.20 -3.44 0.64
H 5.89 -0.08 1.17
H 3.98 1.51 1.19
H -0.08 -3.13 -0.97
H 1.71 -4.86 -1.06
H 4.03 -4.25 -0.40
O -1.50 -0.31 0.87
C -2.34 2.75 -1.27
C -1.88 2.11 -2.58
C -2.94 2.28 -3.67
P -1.25 0.39 -2.28
C -0.02 0.05 -3.62
C 1.32 0.67 -3.22
C -0.37 0.47 -5.04
C -2.62 -0.84 -2.48
C -3.80 -0.50 -1.56
C -3.09 -1.19 -3.89
H -2.58 3.80 -1.44
H -1.57 2.70 -0.50
H -3.23 2.25 -0.88
H -0.97 2.63 -2.91
H -3.89 1.83 -3.37
H -2.64 1.84 -4.62
H -3.13 3.34 -3.84
H 0.09 -1.04 -3.57
H 1.26 1.76 -3.20
H 2.09 0.39 -3.94
H 1.65 0.34 -2.23
H -0.42 1.56 -5.12
H -1.32 0.07 -5.40
H 0.41 0.14 -5.73
H -2.15 -1.73 -2.05
H -4.36 0.36 -1.92
H -3.46 -0.30 -0.54
H -4.49 -1.34 -1.53
H -3.53 -0.33 -4.41
H -3.87 -1.96 -3.83
H -2.29 -1.59 -4.51